Entry 1:
{
  "formula": "C23H51ClFO9P2S",
  "method": "ωB97M-V/def2-TZVPD",
  "species": ["C", "C", "C", "P", "C", "C", "C", "C", "O", "P", "O", "O", "O", "O", "C", "S", "Cl", "C", "C", "C", "C", "C", "C", "O", "C", "C", "C", "C", "C", "F", "O", "H", "H", "H", "H", "H", "H", "H", "H", "H", "H", "H", "H", "H", "H", "H", "H", "H", "H", "H", "H", "H", "H", "H", "H", "H", "H", "H", "H", "H", "H", "H", "H", "H", "H", "H", "H", "H", "H", "H", "H", "H", "C", "O", "C", "C", "O", "C", "H", "H", "H", "H", "H", "H", "H", "H", "H", "H"],
  "xyz": [[5.6442, 1.8520, 0.6172], [4.9295, 1.1666, -0.6163], [4.4000, -0.2650, -0.1741], [3.0172, -0.9540, -1.3414], [3.2680, -2.6533, -0.4907], [3.6831, -3.8555, -1.4128], [3.4517, -5.1948, -0.5787], [2.0461, -5.8289, -0.8656], [2.1810, -6.6716, -2.0288], [4.3831, -1.2440, -3.0570], [3.8459, -2.1386, -4.1705], [5.9591, -1.6675, -2.6178], [4.5566, 0.2864, -3.7767], [1.6842, -1.6723, -2.2452], [0.4744, -1.0807, -1.8325], [-0.7378, -2.4936, -2.0322], [0.1071, 0.0692, -3.2326], [0.5653, -0.4354, -0.3596], [-0.0781, 0.9991, -0.2794], [-1.6005, 1.0426, -0.6558], [-2.5919, 0.9949, 0.5607], [-3.9669, 0.2970, 0.1835], [-4.1831, -1.0375, 0.9865], [-5.4029, -1.6160, 0.4949], [-5.7962, -2.7265, 1.2889], [-5.8931, -4.0724, 0.4646], [-0.1625, -1.3046, 0.7369], [0.0464, -0.8282, 2.2003], [-0.9383, -1.6723, 3.0980], [1.3194, -1.0643, 2.7056], [1.9239, -0.5589, -0.0055], [6.1669, 1.0845, 1.2333], [4.8691, 2.3207, 1.2623], [6.4280, 2.5716, 0.2858], [5.7513, 0.9564, -1.3469], [4.1427, 1.8043, -1.0715], [3.9568, -0.2001, 0.8431], [5.3088, -0.9169, -0.1853], [2.6000, 0.3426, -1.8303], [3.9527, -2.6189, 0.3920], [2.2716, -2.9334, -0.0628], [3.0074, -3.9255, -2.2908], [4.7510, -3.8725, -1.7054], [3.6528, -5.0346, 0.5125], [4.2524, -5.9080, -0.9100], [1.3691, -4.9895, -1.1485], [1.6759, -6.4126, 0.0049], [2.4141, -7.5552, -1.7404], [6.1603, -2.5373, -2.9771], [4.1192, 0.9476, -3.2274], [-1.8197, -1.8811, -2.6214], [0.1449, 1.5052, 0.6901], [0.4549, 1.6126, -1.0486], [-1.7763, 2.0176, -1.1731], [-1.8832, 0.2605, -1.4004], [-2.1790, 0.5242, 1.4772], [-2.8688, 2.0447, 0.8253], [-4.0324, 0.0626, -0.9046], [-4.8184, 0.9917, 0.3867], [-4.2611, -0.8036, 2.0705], [-3.3146, -1.6931, 0.7386], [-5.1765, -2.8671, 2.2068], [-6.8314, -2.5222, 1.6622], [-5.5990, -3.8874, -0.5896], [-6.9647, -4.3917, 0.4443], [-5.3319, -4.9075, 0.9364], [0.2565, -2.3412, 0.6761], [-1.2385, -1.4116, 0.4630], [-0.2223, 0.2330, 2.3839], [-1.9838, -1.3569, 2.8712], [-0.7462, -1.5116, 4.1783], [-0.8195, -2.7538, 2.8532], [-3.6590, 8.1813, 0.9895], [-2.5148, 7.7742, 1.7212], [-2.7019, 6.5277, 2.3817], [-2.0533, 5.3873, 1.6153], [-2.6964, 5.1709, 0.3641], [-1.9737, 5.7329, -0.7194], [-3.3615, 8.9882, 0.3197], [-4.0719, 7.3658, 0.3917], [-4.4256, 8.5567, 1.6756], [-3.7666, 6.3323, 2.5453], [-2.2216, 6.6101, 3.3614], [-2.1640, 4.4665, 2.1966], [-0.9834, 5.5690, 1.4765], [-1.1016, 5.1127, -0.9490], [-1.6484, 6.7548, -0.5080], [-2.6302, 5.7514, -1.5900]],
  "mulliken_charge": [-1.29, -0.25, -1.24, 0.54, -0.30, -0.30, -0.66, -0.34, -0.54, 1.39, -0.77, -0.60, -0.68, -0.71, 0.96, -0.32, -0.18, 0.90, -1.80, -0.67, 0.37, -1.09, -0.26, -0.43, -0.22, -0.99, -1.13, 0.47, -1.21, -0.39, -0.35, 0.29, 0.29, 0.38, 0.21, 0.22, 0.58, 0.57, 0.14, 0.38, -0.37, 0.34, -0.06, 0.40, 0.45, 0.07, 0.31, 0.32, 0.33, 0.40, 0.16, 0.45, 0.27, 0.31, 0.41, 0.03, 0.10, 0.30, 0.33, 0.27, 0.42, 0.26, 0.35, 0.30, 0.27, 0.27, 0.78, -0.51, 0.20, 0.13, 0.41, 0.32, -0.70, -0.37, -0.67, -0.33, -0.34, -0.81, 0.24, 0.30, 0.32, 0.34, 0.38, 0.34, 0.36, 0.29, 0.41, 0.25],
  "lumo_ev": 2.285,
  "total_charge": -1
}



Entry 2:
{
  "formula": "C23H51INO9P4S",
  "method": "ωB97M-V/def2-TZVPD",
  "species": ["C", "C", "C", "P", "O", "O", "O", "O", "P", "C", "C", "C", "S", "C", "C", "C", "C", "C", "C", "C", "C", "C", "C", "C", "C", "C", "C", "P", "N", "O", "O", "O", "C", "P", "O", "I", "H", "H", "H", "H", "H", "H", "H", "H", "H", "H", "H", "H", "H", "H", "H", "H", "H", "H", "H", "H", "H", "H", "H", "H", "H", "H", "H", "H", "H", "H", "H", "H", "H", "H", "H", "H", "H", "H", "H", "H", "H", "H", "H", "H", "H", "C", "C", "O", "H", "H", "H", "H", "H", "H"],
  "xyz": [[-0.7720, -3.2865, 0.8242], [-0.4456, -2.1593, 0.5692], [0.0685, -0.8137, 0.0918], [1.6516, -0.7583, 1.0932], [2.0819, 0.5426, 1.6182], [2.8017, -1.4834, 0.2435], [1.4427, -1.7628, 2.3521], [-0.7504, 0.2472, 0.2634], [-1.8354, 0.7202, -1.0900], [-2.8636, 1.0358, -2.7057], [-2.1623, 0.8564, -4.0677], [-2.5176, -0.4504, -4.7601], [-1.7250, -0.4639, -6.4087], [-0.6390, 2.1134, -1.6463], [-0.0068, 3.2340, -0.7927], [0.7594, 3.0687, 0.5253], [2.2737, 3.3916, 0.3738], [3.0259, 2.6341, -0.7077], [4.5491, 2.8730, -0.6376], [5.2633, 2.3506, 0.6062], [5.5750, 0.8360, 0.6473], [5.8783, 0.1676, -0.7002], [-3.1941, -0.5127, -0.4389], [-3.3034, -1.8397, -1.1948], [-3.3718, -0.6047, 1.0998], [-3.5446, -1.9884, 1.7845], [-4.5505, -1.8723, 2.9585], [-2.9479, 2.3921, 0.0482], [-2.3534, 2.7683, 1.4459], [-3.0876, 3.7037, -0.9517], [-4.5715, 2.0752, 0.2919], [-1.0047, -0.5683, -2.0116], [0.1692, -1.0759, -1.4921], [1.7744, -0.6312, -2.3784], [1.2398, -0.2453, -3.8811], [2.6223, -2.9253, -2.7989], [-0.9025, -4.3241, 1.0191], [2.9721, -2.3765, 0.5679], [1.6913, -1.2723, 3.1501], [-3.7391, 0.3756, -2.7482], [-3.3123, 2.0340, -2.6959], [-1.0911, 1.0295, -4.0834], [-2.5731, 1.6371, -4.7307], [-3.5959, -0.5552, -4.8664], [-2.1236, -1.3000, -4.2023], [-1.6326, -1.7803, -6.6551], [-1.2269, 2.6793, -2.3735], [0.1451, 1.6592, -2.2669], [0.7209, 3.7118, -1.4662], [-0.7253, 4.0471, -0.6754], [0.5673, 2.1688, 1.0952], [0.4158, 3.8667, 1.1935], [2.7079, 3.2582, 1.3664], [2.3124, 4.4695, 0.1712], [2.7224, 3.0646, -1.6716], [2.7716, 1.5784, -0.7547], [4.6672, 3.9647, -0.6331], [5.0398, 2.5370, -1.5519], [6.2258, 2.8753, 0.6610], [4.7336, 2.6021, 1.5238], [4.7923, 0.3010, 1.1813], [6.4745, 0.7221, 1.2634], [6.9018, 0.4083, -0.9983], [5.1710, 0.4248, -1.4841], [5.8463, -0.9162, -0.5628], [-4.1106, -0.0162, -0.7752], [-2.5057, -2.5589, -1.0265], [-4.2339, -2.3221, -0.8648], [-3.4238, -1.6992, -2.2672], [-4.2858, -0.0651, 1.3612], [-2.6017, -0.0722, 1.6589], [-2.6015, -2.2546, 2.2563], [-3.9057, -2.7784, 1.1306], [-4.1268, -1.1807, 3.6919], [-5.5218, -1.5070, 2.6298], [-4.6216, -2.8400, 3.4614], [-3.0524, 2.6499, 2.1719], [-3.4291, 4.3937, -0.3635], [-4.9706, 1.9636, -0.5822], [0.0803, -2.1582, -1.6314], [1.5195, 0.6575, -4.0688], [1.0993, -5.2040, 5.2541], [0.8927, -3.7046, 5.3667], [1.9920, -2.9791, 4.8281], [2.0134, -5.5016, 5.7698], [0.2586, -5.7497, 5.6860], [1.2005, -5.5000, 4.2073], [0.8082, -3.4085, 6.4116], [-0.0268, -3.4061, 4.8517], [2.0670, -3.2173, 3.8970]],
  "mulliken_charge": [-0.42, -2.26, 2.20, 0.24, -0.74, -0.30, -0.34, -0.13, 2.84, -1.34, -0.85, -0.41, -0.29, -1.45, -2.05, -0.15, -1.43, 1.43, -1.58, -0.61, -0.02, -1.11, -0.33, -2.11, -0.42, -0.05, -1.66, 0.69, -0.91, -0.47, -0.62, -0.79, -0.89, 0.22, -0.45, -0.31, 0.57, 0.22, 0.38, 0.73, 0.53, 0.05, 0.72, 0.38, 0.14, 0.12, 0.41, 0.19, 0.91, 0.47, 0.24, 0.24, 0.36, 0.42, 0.51, -0.93, 0.46, 0.49, 0.42, 0.24, -0.08, 0.42, 0.34, 0.12, 0.34, 0.68, 0.10, 0.65, 0.31, 0.63, 0.01, -0.09, 0.39, 0.31, 0.40, 0.47, 0.28, 0.39, 0.35, 1.24, 0.30, -1.07, -0.06, -0.51, 0.27, 0.35, 0.30, 0.30, 0.16, 0.30],
  "lumo_ev": 2.039,
  "total_charge": -1
}